ORCA calculation (the ωB97M-V functional and the def2-TZVPD basis) on a structure of composition C5H11NO in a non-equilibrium geometry.

Results
**Orbital gap**: 7.83 eV
**Molar mass**: 101.15 g/mol
**E_HOMO**: -7.41 eV
**ΔE to the lowest compared entry with this formula, charge and spin**: 4.293 eV
**LUMO**: 0.4 eV

```
! RIJCOSX wB97M-V def2-TZVPD def2/J DEFGRID3
* xyz 0 1
C -0.14 -0.77 0.11
C 0.39 -0.39 1.37
C 0.57 -1.81 -0.72
C -0.35 2.01 -0.23
C 0.72 0.93 -0.19
N -1.56 -0.81 -0.05
O 1.63 0.83 -1.02
H -1.83 -0.71 -1.03
H -2.06 -0.13 0.50
H 0.21 -2.81 -0.46
H 1.35 -0.77 1.68
H -0.26 -0.04 2.15
H 1.10 1.02 1.00
H 0.37 -1.64 -1.78
H 1.64 -1.74 -0.59
H 0.15 2.97 -0.30
H -0.98 1.86 -1.11
H -0.98 2.01 0.66
*
```


ORCA calculation (the ωB97M-V functional and the def2-TZVPD basis) on an isolated molecule of C17H24N4O2S in a non-equilibrium geometry.

Results
**Orbital gap**: 9.12 eV
**Molar mass**: 348.47 g/mol
**E_HOMO**: -8.57 eV
**ΔE to the lowest compared entry with this formula, charge and spin**: 2.117 eV
**LUMO**: 0.6 eV

```
! RIJCOSX wB97M-V def2-TZVPD def2/J DEFGRID3
* xyz 0 1
C 4.13 2.99 0.95
O 4.42 1.62 1.08
C 3.34 0.76 0.81
C 2.99 0.67 -0.69
C 2.00 -0.46 -0.97
N 0.76 -0.27 -0.26
C -0.19 0.66 -0.56
S -0.13 1.64 -2.00
C -1.69 2.57 -1.84
C -2.89 1.72 -2.25
O -3.35 1.76 -3.37
N -3.37 0.97 -1.24
C -4.43 -0.01 -1.41
C -3.83 -1.42 -1.38
C -5.46 0.18 -0.31
N -1.11 0.69 0.37
N -0.78 -0.22 1.30
C 0.34 -0.79 0.94
C 1.02 -1.84 1.69
C 1.23 -1.66 3.05
C 1.87 -2.64 3.79
C 2.31 -3.80 3.17
C 2.08 -3.99 1.82
C 1.43 -3.02 1.08
H 5.00 3.52 1.34
H 3.98 3.28 -0.10
H 3.25 3.26 1.53
H 3.66 -0.22 1.17
H 2.46 1.08 1.38
H 2.55 1.62 -1.03
H 3.90 0.49 -1.25
H 2.43 -1.41 -0.64
H 1.78 -0.50 -2.04
H -1.58 3.40 -2.53
H -1.76 2.92 -0.81
H -2.83 0.92 -0.38
H -4.88 0.18 -2.39
H -4.61 -2.16 -1.50
H -3.11 -1.54 -2.18
H -3.33 -1.59 -0.43
H -6.28 -0.53 -0.43
H -5.87 1.19 -0.34
H -5.00 0.01 0.67
H 0.88 -0.75 3.52
H 2.04 -2.49 4.84
H 2.81 -4.56 3.74
H 2.40 -4.91 1.34
H 1.22 -3.19 0.03
*
```


ORCA calculation (the ωB97M-V functional and the def2-TZVPD basis) on a structure of composition C19H60HfN4O10 in a non-equilibrium geometry.

Results
**Orbital gap**: 1.40 eV
**Molar mass**: 683.20 g/mol
**E_HOMO**: -12.45 eV
**LUMO**: -11.0 eV

```
! RIJCOSX wB97M-V def2-TZVPD def2/J DEFGRID3
* xyz 2 1
Hf -23.21 17.80 23.09
C -23.57 12.72 23.60
O -23.49 14.06 23.96
H -23.51 12.49 22.53
H -22.85 12.10 24.13
H -24.45 12.26 24.05
C -19.58 14.51 20.06
C -19.34 16.07 20.04
O -20.37 16.79 20.69
H -20.41 14.22 19.43
H -19.67 14.15 21.09
H -18.70 14.10 19.56
H -19.23 16.45 19.02
H -18.39 16.24 20.56
O -20.30 17.15 24.97
H -19.92 17.78 25.58
H -19.75 16.37 25.05
O -21.15 20.77 23.16
H -21.33 21.67 23.43
H -20.47 20.86 22.49
O -18.57 20.88 20.38
H -18.75 19.94 20.38
H -17.79 20.97 19.84
O -24.65 16.55 20.13
H -25.57 16.64 19.89
H -24.20 16.47 19.29
C -21.51 8.53 18.00
C -20.32 8.04 18.83
C -20.14 8.78 20.27
O -18.92 8.37 20.89
C -18.62 9.05 22.11
N -20.50 6.61 18.77
H -22.43 8.54 18.57
H -21.76 7.84 17.18
H -21.40 9.53 17.59
H -19.38 8.21 18.31
H -20.99 8.46 20.87
H -20.28 9.85 20.08
H -18.33 10.09 21.98
H -17.83 8.54 22.66
H -19.47 9.12 22.78
H -21.45 6.46 19.09
H -19.93 6.26 19.53
C -15.60 14.47 11.91
C -15.46 15.32 13.23
C -16.76 15.18 14.07
O -16.93 13.79 14.41
C -18.25 13.42 14.70
N -14.30 14.77 13.98
H -16.56 14.75 11.47
H -15.42 13.44 12.21
H -14.79 14.66 11.21
H -15.41 16.36 12.89
H -17.58 15.57 13.47
H -16.69 15.61 15.07
H -18.23 12.50 15.29
H -18.82 13.22 13.79
H -18.67 14.20 15.34
H -14.75 13.91 14.26
H -13.58 14.34 13.43
C -22.03 19.52 15.53
C -23.40 19.10 16.08
C -24.58 19.77 15.48
O -24.75 19.41 14.10
C -25.87 19.80 13.44
N -23.34 17.65 16.21
H -22.09 19.48 14.44
H -21.25 18.91 15.98
H -21.68 20.54 15.70
H -23.35 19.34 17.14
H -24.48 20.86 15.50
H -25.51 19.50 15.98
H -26.78 19.29 13.72
H -25.82 19.42 12.42
H -26.05 20.87 13.35
H -22.46 17.47 16.67
H -23.28 17.26 15.28
C -14.48 14.12 23.24
C -13.42 13.39 22.46
C -13.74 13.40 20.92
O -13.15 12.29 20.27
C -13.56 12.16 18.96
N -12.15 14.04 22.63
H -14.18 14.22 24.29
H -15.43 13.62 23.45
H -14.80 15.11 22.92
H -13.19 12.40 22.86
H -13.30 14.29 20.47
H -14.83 13.33 20.87
H -13.33 13.11 18.47
H -14.61 12.04 18.71
H -13.05 11.33 18.48
H -12.34 14.75 23.32
H -12.02 14.61 21.81
*
```


ORCA calculation (the ωB97M-V functional and the def2-TZVPD basis) on an isolated molecule of C4H10N2S in a non-equilibrium geometry.

Results
**Orbital gap**: 8.96 eV
**Molar mass**: 118.20 g/mol
**E_HOMO**: -8.23 eV
**ΔE to the lowest compared entry with this formula, charge and spin**: 2.001 eV
**LUMO**: 0.7 eV

```
! RIJCOSX wB97M-V def2-TZVPD def2/J DEFGRID3
* xyz 0 1
C 1.51 0.77 -0.68
N 0.37 0.63 0.22
C 0.69 0.25 1.60
N -0.72 -0.06 -0.32
C -0.73 -1.49 -0.51
C -1.79 0.67 -0.54
S -3.25 0.10 -0.93
H 2.25 1.32 -0.06
H 1.24 1.43 -1.56
H 2.03 -0.23 -1.08
H -0.14 0.40 2.30
H 1.54 0.89 1.93
H 0.84 -0.87 1.80
H 0.23 -1.95 -0.11
H -1.68 -1.96 -0.07
H -0.92 -1.66 -1.56
H -1.48 1.77 -0.41
*
```